Entry 1:
107
Properties=species:S:1:pos:R:3 method="wB97M-V/def2-TZVPD" orbital_gap_ev=6.67 total_charge=-1 lumo_energy_ev=1.94 e_homo_ev=-4.74
H 5.82433 4.17010 6.80368
H -3.87317 -4.14477 -0.50767
H -2.25329 -5.98757 -1.80477
H -3.23305 0.26702 -5.34640
H -2.18864 1.29029 -11.90798
H -3.26251 2.81917 -10.22118
H -0.43497 1.29641 3.02359
H -0.87996 6.51806 4.07696
C 4.33589 1.53430 1.81609
H -1.43997 -4.98726 0.77452
H -1.67367 -5.69817 3.07651
H 4.06237 3.60124 2.85547
H -5.14670 -1.68427 -1.89529
H 9.07573 2.53356 6.44776
C -1.82134 0.56202 -0.20941
H -1.79694 1.24491 -4.91936
N 2.13314 1.22624 1.71910
H -1.80096 -0.51278 1.78620
O 4.88951 4.29892 4.97667
H 0.89010 -0.55953 1.62423
H 9.99550 2.51156 9.37272
H 0.12516 5.25044 5.99545
C -2.77836 0.89241 -11.07719
O 2.05627 5.54706 5.40652
C -3.16644 0.13955 -2.48335
H 0.67122 -2.22952 -5.04853
H -4.12730 0.69356 -0.44378
C -1.47664 0.10334 -6.72699
H -4.19062 0.39283 -2.86987
H -1.88613 -0.77806 -7.28946
H 1.66438 -1.60731 -3.59899
H 5.43397 1.42747 1.72976
O 8.32135 3.88200 7.78028
H -3.51457 -1.58976 -3.76984
H -1.73782 1.64964 -0.49945
H -1.65634 1.04899 -7.33400
H -0.35757 0.01093 -6.66606
O -1.48168 2.13001 -9.45652
H -0.41539 2.27443 1.50802
O 0.04120 0.44697 -3.39986
H -2.78329 -5.36333 -3.39362
C -2.62301 -1.11422 -3.26885
H -2.24425 -7.12514 1.08272
C -2.82925 -6.23232 1.33095
H 6.86710 3.98582 5.38436
O -6.63940 -4.50568 -1.31826
H -2.37903 -7.16154 -3.19400
C -4.82059 -2.22749 -0.97439
C 0.65074 -1.82397 -4.00317
C 2.19614 2.44196 2.34709
H 8.82389 1.40825 8.66789
H 6.49987 1.76918 6.50125
H 8.60161 4.32989 8.58653
C 9.38655 3.03312 7.36606
C -4.34483 -6.55852 -2.29520
C -2.11719 0.22808 -5.28531
C -1.74703 0.52172 1.36037
H -3.07586 -6.73260 3.42116
H 4.74771 1.95677 6.27371
H -0.98308 2.50024 -10.19371
C -0.41972 1.21922 1.90200
H -4.58749 -7.55450 -2.75071
O -5.28177 -5.59983 -2.79541
H -4.37337 -6.68663 -1.18744
H 10.51575 1.35360 8.13071
H -2.59905 1.09820 1.80212
H -3.28942 -5.00964 3.04609
H 0.75116 6.91209 3.49602
H -2.15562 -1.90025 -2.62745
H -3.87037 -6.41690 1.06186
H 0.66706 6.93805 6.01190
H 0.20818 5.24197 3.49462
C 5.72916 2.22041 5.87107
C -2.80285 1.87201 -9.91928
H -3.78910 0.68294 -11.43391
C 3.30121 0.60248 1.36393
C 9.70417 2.01383 8.44365
N -1.65508 -0.82357 -4.37305
H 0.83012 0.56369 0.22777
H 5.79069 1.78536 4.87135
H 4.03114 4.07457 5.35984
H -5.69713 -2.27810 -0.28861
H -3.67791 -3.62556 -2.28510
C 5.89557 3.72712 5.80644
C 0.15792 6.17993 4.05033
H 0.22354 -2.65927 -3.37853
H -2.31032 -0.04586 -10.77335
O -2.36281 -5.14373 0.54142
H -3.76199 -1.45806 0.80684
C -3.56385 -1.53841 -0.30264
H 10.26357 3.65022 7.14399
C 0.86337 0.52212 1.34928
H 3.44920 -0.36428 0.85650
C -2.71296 -5.90517 2.80731
H -3.37343 1.46255 -9.08520
H -2.53454 1.04788 -2.69892
C -2.83844 -6.26042 -2.72421
B -3.22163 -0.02540 -0.84116
C 0.70597 5.99691 5.45274
H 2.57112 6.21268 4.93501
C -0.31467 -0.59497 -3.88935
H -0.98177 -0.02780 -0.68503
C -4.36567 -3.68757 -1.41215
H 1.36986 3.07887 2.70109
C -5.56096 -4.60536 -1.82096
H -2.67532 -2.24026 -0.37788
C 3.63563 2.68014 2.42331



Entry 2:
12
Properties=species:S:1:pos:R:3 method="wB97M-V/def2-TZVPD" orbital_gap_ev=10.90 e_above_lowest_kj_mol=38.6 total_charge=0 lumo_energy_ev=0.84 e_homo_ev=-10.06
O 1.55920 0.77544 0.17468
N -2.77970 0.76128 0.63901
H -0.93903 1.57471 0.36779
O -0.97500 -0.46899 -0.00838
H 0.72777 -2.10670 -0.04930
S 1.62984 -0.16557 -0.93836
C -1.45215 0.59998 0.26926
H -3.22096 -0.09826 0.78162
H 3.83232 -0.56329 -0.52556
O 3.22118 -0.21415 -1.28035
O 1.59360 -1.75431 -0.38520
H -3.19707 1.65987 0.95478



Entry 3:
151
Properties=species:S:1:pos:R:3 method="wB97M-V/def2-TZVPD" orbital_gap_ev=2.93 total_charge=-1 lumo_energy_ev=1.12 e_homo_ev=-1.82
C 0.24964 -4.53699 -2.53781
Cl 10.79460 0.46435 7.76908
Cl 4.07633 2.62513 -1.26645
H -11.24402 -4.28007 -2.39584
C -9.86521 0.07556 -6.41921
Cl -2.68458 6.27377 0.95132
Cl 3.27760 6.08445 -1.58619
C -4.21607 3.31783 -3.46461
Cl -0.42359 4.97298 -0.30707
C 5.87208 -7.29539 2.88070
H 1.12007 -0.53724 -1.28334
H -1.89412 6.52733 -1.23603
Cl 2.35206 5.73925 1.69436
C -6.67826 0.73957 -1.92588
Cl 4.30796 -0.06964 -2.30473
C 0.71398 0.15121 -2.03847
Cl 6.09877 -6.24694 1.48320
C 8.63193 4.19748 3.10123
H -5.05680 4.02456 -3.51480
H -9.92507 -4.09971 -1.19240
C 2.39845 -7.97773 -3.22619
H 9.69844 4.26759 3.26640
H -0.51577 -2.08730 -1.50912
H 4.43497 7.15612 -3.29514
C -3.49340 1.13279 -2.51695
Cl 8.75308 6.40250 -3.37327
Cl 6.28638 2.65113 9.72727
Cl 2.81019 -5.93426 -0.17866
H -11.37431 -3.07365 -1.09286
Cl 2.67667 6.08072 -4.43061
Cl 9.18470 -1.62909 6.53893
H -0.07294 -0.85119 5.33220
H -0.84221 -0.31525 0.00042
H -3.64816 0.38452 -3.33391
Cl 1.93816 2.88298 1.40202
C -7.94368 0.11659 -2.52849
Cl 8.35857 3.21110 1.67021
Cl 10.93083 0.01717 4.90501
Cl 7.46236 6.93614 -0.82575
Cl 4.26991 -8.02438 2.87630
Cl 2.27824 -4.57609 2.32325
H -4.19737 1.89343 -5.13631
Cl 6.78753 1.92269 6.95901
C 9.98281 -4.76084 8.16498
H -6.95376 1.36390 -1.06673
H -8.04377 -1.13992 -0.74813
Cl -3.49748 10.11356 4.16517
C -8.61526 -0.93069 -1.65316
C -0.94316 0.77067 -0.12786
H -2.55626 2.21135 -0.34459
H 4.15520 -4.38821 0.95350
Cl 0.26432 -3.15840 5.26578
Cl 7.91461 3.44695 4.53290
Cl 2.18108 -1.03314 4.73022
H -0.83106 -5.80123 -1.15100
H -0.93370 -0.04998 -3.42913
H -1.84477 -4.58294 -1.94667
H -5.85717 1.02563 -3.86916
H 8.72251 8.39208 -2.15520
H -4.25679 0.17771 -0.74760
Cl 9.44581 -4.60605 9.83743
Cl -0.42932 7.85638 0.02465
C 0.47706 -1.50789 4.67007
Cl 9.53956 -5.27495 -0.06017
H -8.65822 0.91415 -2.76020
Cl 3.46748 -9.38454 -3.21245
H -2.83334 0.96219 0.82928
H 2.42459 4.08164 3.34802
H 11.08848 -6.98575 0.29725
H 0.61773 1.99208 -0.97672
H -7.67553 -0.34489 -3.48553
H -0.75206 -4.11120 -0.64673
C 5.00399 1.55271 -2.30497
H 5.46371 0.81446 8.53540
H -3.33412 3.86663 -3.10377
Cl -8.40677 -0.80946 -6.84440
Cl -13.95617 -3.87530 0.37325
C -10.68589 -3.58117 -1.77300
C 6.41774 1.32257 8.57854
O -8.78779 -2.21971 -2.33282
Cl -2.03170 1.18681 4.45872
Cl -0.88648 10.04932 2.89756
Cl -14.03374 -1.72077 2.31946
Cl -0.17352 -1.31823 3.05585
Cl 2.58581 -3.01972 -0.10865
H 0.55066 -0.82309 -3.95099
Cl 0.79021 -8.40087 -2.64564
C -3.69584 0.58889 4.53982
Cl 4.51069 3.89552 2.28260
H -6.04179 -0.07642 -1.57203
C -10.06951 -2.50599 -2.62128
H 2.81465 -7.23864 -2.55486
H -10.22815 -0.32483 -5.47900
Cl 5.19513 4.97748 -3.47868
H 10.47657 -3.83850 7.88743
Cl -11.12900 -0.15882 -7.63832
Cl 6.63579 8.38966 -3.20012
Cl -3.72028 -1.07439 5.14493
Cl 6.16522 -6.40801 4.37660
Cl -9.52375 1.78997 -6.19494
C -0.09558 1.24176 -1.33918
C -14.22884 -2.14966 0.61931
C -2.30825 9.10378 3.33503
Cl 2.32206 -7.25920 -4.83290
H 6.60138 -8.09199 2.81396
H 1.56678 0.61032 -2.54336
H 9.09029 0.67697 6.18526
C -3.88191 2.91711 -4.90897
H -2.81011 -0.61592 -1.38371
C 2.76309 4.14178 2.32249
H 1.30521 -2.81104 -3.28115
C 9.89815 -0.02849 6.33427
C -1.41681 6.41287 -0.27171
Cl -4.45436 0.71442 2.96902
H -4.23723 1.20476 5.24482
H -2.54721 1.63576 -2.75323
H 1.21750 -4.68409 -2.05871
H 4.96177 1.93807 -3.31569
C -0.85885 -4.76931 -1.51245
Cl 8.00397 5.82846 2.87729
C 3.94414 6.19675 -3.21378
H -6.59452 2.47091 -3.14556
Cl 8.61169 -4.98334 7.08031
O -10.67295 -1.91728 -3.46915
C 0.26644 -3.16096 -3.23297
H -0.72515 1.75008 -2.07082
C -3.27892 0.36298 -1.19301
C 10.01696 -6.95694 0.15460
H -15.25052 -1.93462 0.33745
C -0.56981 -2.03907 -2.59988
H -1.61105 -2.16996 -2.90737
C -0.09287 -0.65406 -3.07851
C -5.92264 1.62497 -2.92188
H 0.17160 -5.31480 -3.30664
Cl 9.62865 -7.91392 -1.27300
H -0.08630 -3.27460 -4.26261
C 7.99081 7.62200 -2.35746
Cl 6.70233 1.51886 -1.80958
H -4.32885 3.58621 -5.65443
C 3.09321 -4.46449 0.76949
Cl -1.86694 7.71478 4.32247
H -2.75807 8.73342 2.42243
C -2.43246 1.13995 -0.17413
Cl 11.14478 -6.07674 7.99317
C -4.58320 2.20023 -2.48565
F -2.48253 2.95762 -5.14346
H -9.62016 -0.59453 -1.37729
Cl 7.64549 0.16360 9.08154
H -0.51580 1.21997 0.77689
Cl 9.26554 -7.64567 1.59559
Cl -13.17320 -1.17942 -0.40286



Entry 4:
72
Properties=species:S:1:pos:R:3 method="wB97M-V/def2-TZVPD" orbital_gap_ev="7.99 / 7.99" e_above_lowest_kj_mol=11.9 total_charge=+1 lumo_energy_ev="-2.71 / -2.71" e_homo_ev="-10.70 / -10.70"
H 2.72610 -0.98934 -6.37681
H 3.86950 -4.26230 0.71084
C -4.61981 1.49478 -1.64149
H 2.21971 -3.01304 -0.64101
H -2.09772 1.39532 -1.68706
C 1.45473 0.45844 4.07136
N -0.53075 0.65835 2.75233
N -2.40087 0.59844 -1.14350
H -1.60534 -4.37879 2.06880
H 5.35899 -3.05252 2.26830
C 3.09390 3.50934 -0.76858
C 2.93973 2.14931 -0.98648
Pd -1.51159 0.35675 0.80603
H -7.65742 0.09393 -1.13363
C -5.77505 -0.80388 -0.63848
C 1.11459 -0.04040 -3.56114
C 3.16885 -1.18495 -3.02606
N -1.83941 2.58124 2.80129
H 0.67707 -1.00858 2.71719
C 2.52566 -0.85986 -5.32082
H 0.21796 0.47522 -3.23519
H 3.74211 1.58102 -1.44496
H 3.57537 0.66118 1.11770
C 0.54927 -0.02852 3.16171
C 2.88833 -2.48490 0.02928
C -6.58157 0.20521 -1.14261
C 2.06129 4.24649 -0.20136
C 2.81141 -1.09170 0.12926
H -2.08404 3.40563 3.32574
C -6.00031 1.36514 -1.63513
C -1.81978 -2.28973 1.63026
H -3.34560 -5.06378 0.44006
O 0.19056 -0.76467 -0.56347
H 0.04648 4.19541 0.55206
H -1.91937 -0.24446 -1.45666
P 1.57478 -0.27548 -0.88397
C 3.42160 -1.34692 -4.38343
C -4.38833 -0.67943 -0.63170
H 0.67342 0.18035 -5.64552
H 5.20417 -0.59794 2.47964
H 3.87434 -1.56384 -2.29757
C 3.80474 -3.18536 0.79570
H -6.61713 2.16913 -2.01510
H 1.90460 2.14381 5.33292
C -3.82847 0.47011 -1.15112
H -6.22154 -1.69589 -0.21617
C 3.64265 -0.41461 1.01986
H -4.57820 -3.35266 -0.83506
H -0.09158 3.41870 4.61303
C 2.00996 -0.53687 -2.60854
C 4.55632 -1.12421 1.78997
C 0.11752 2.43754 4.20706
C -3.80541 -3.05464 -0.13664
H -0.23125 1.80333 0.16345
H 2.18912 5.30650 -0.02328
C -3.52837 -1.69259 0.01399
C 4.64146 -2.50319 1.67183
H 4.32069 -1.85591 -4.70609
C -0.75298 1.87715 3.26733
C -3.11220 -4.01637 0.57958
H 4.01878 3.99918 -1.04514
C 0.71886 2.26538 -0.09060
C 1.22512 1.72509 4.60173
C -2.50238 -1.34950 0.88768
C 1.75198 1.50732 -0.63229
C -2.13422 -3.63540 1.48607
H -2.63380 2.01543 2.53860
H -1.05311 -1.98803 2.32967
C 1.36999 -0.20276 -4.91103
H 2.30715 -0.13713 4.36415
C 0.86519 3.62702 0.12981
H -4.15647 2.39295 -2.03660



Entry 5:
10
Properties=species:S:1:pos:R:3 method="wB97M-V/def2-TZVPD" orbital_gap_ev="10.14 / 6.34" e_above_lowest_kj_mol=760.8 total_charge=0 lumo_energy_ev="0.70 / -0.65" e_homo_ev="-9.43 / -7.00"
C 0.15273 -1.36931 1.37259
O -0.55683 0.31151 -0.71670
H 1.11248 -1.09200 -0.48632
H -0.22590 -0.45557 1.00908
H -0.59142 1.39419 -2.39275
H 0.12329 -1.79117 2.32886
N -0.09136 1.40357 -1.58844
H -0.39566 2.06986 0.54746
S 1.35153 -2.02515 0.34728
C -0.87886 1.55406 -0.42107